1.
{
  "formula": "CH5BO3",
  "method": "ωB97M-V with the def2-TZVPD basis set",
  "symbols": ["C", "O", "B", "O", "O", "H", "H", "H", "H", "H"],
  "positions_angstrom": [[0.460, 0.518, -1.571], [0.888, -0.079, -0.355], [-0.040, -0.254, 0.803], [-1.326, 0.060, 0.715], [0.552, -0.733, 1.904], [-0.118, 1.438, -1.191], [-0.114, -0.277, -2.143], [1.466, 0.657, -2.110], [-1.809, -0.477, 1.241], [0.041, -0.855, 2.709]],
  "atomic_forces_ev_per_a": [[0.5, -0.4, 0.6], [-1.7, -0.9, 3.4], [3.7, 0.5, -3.4], [0.6, 2.7, -3.0], [0.8, -0.7, 1.0], [0.7, -1.0, -1.9], [0.2, 1.4, 0.4], [-1.8, 0.6, 0.4], [-2.8, -2.3, 2.7], [0.0, 0.1, -0.2]],
  "smiles": "COB(O)O",
  "e_lumo_ha": 0.0078,
  "fmax_ev_per_a": 5.05,
  "homo_lumo_gap_ev": 10.3,
  "total_charge": 0,
  "de_lowest_kcal_mol": 13.88
}



2.
{
  "formula": "C7H29NO7",
  "method": "ωB97M-V with the def2-TZVPD basis set",
  "symbols": ["C", "C", "C", "C", "C", "C", "C", "N", "H", "H", "H", "H", "H", "H", "H", "H", "H", "H", "H", "H", "H", "H", "H", "O", "H", "H", "O", "H", "H", "O", "H", "H", "O", "H", "H", "O", "H", "H", "O", "H", "H", "O", "H", "H"],
  "positions_angstrom": [[2.323, -2.929, -1.465], [1.490, -1.841, -2.134], [0.424, -1.395, -1.167], [1.024, -0.743, 0.150], [0.151, 0.282, 0.779], [-0.709, 0.092, 1.782], [-1.518, 1.198, 2.438], [-0.950, -1.179, 2.318], [2.644, -3.791, -2.062], [1.904, -3.297, -0.614], [3.379, -2.379, -1.269], [2.270, -1.061, -2.375], [1.024, -2.086, -3.073], [-0.395, -0.815, -1.625], [-0.155, -2.310, -0.851], [1.477, -1.511, 0.638], [1.832, -0.163, -0.173], [0.410, 1.337, 0.497], [-1.771, 0.929, 3.452], [-0.949, 2.088, 2.614], [-2.351, 1.423, 1.702], [-0.358, -1.929, 2.061], [-1.528, -1.308, 3.179], [3.711, -0.840, 2.222], [4.566, -0.905, 1.845], [3.272, -0.099, 1.690], [-3.385, -1.262, -1.102], [-3.852, -0.774, -0.329], [-2.791, -2.064, -0.831], [-1.980, 1.192, -1.241], [-2.627, 0.645, -1.624], [-1.446, 0.458, -0.893], [0.497, 3.722, 0.350], [-0.032, 3.748, 1.100], [0.059, 4.211, -0.350], [-2.356, -3.340, 0.178], [-2.429, -4.181, -0.131], [-1.515, -3.031, 0.426], [2.696, 2.440, -0.488], [2.617, 2.793, -1.369], [1.933, 2.771, 0.063], [-1.057, 3.759, -1.948], [-0.789, 2.770, -1.715], [-1.867, 3.424, -2.289]],
  "atomic_forces_ev_per_a": [[4.4, 1.7, -2.5], [1.0, 0.6, -0.2], [-1.0, -0.1, 1.2], [-2.2, 1.3, -3.2], [0.5, 1.1, 0.7], [0.0, -0.3, 0.9], [-0.3, -0.5, -1.5], [-1.6, 0.6, 1.0], [-0.4, 0.2, -0.3], [-1.0, -0.9, 2.6], [-2.3, -1.6, 0.3], [-1.4, -0.1, 0.2], [-0.1, -0.5, -0.4], [0.8, 0.3, 0.0], [0.6, 0.5, -0.3], [0.8, -2.1, 2.4], [1.5, 0.8, -0.8], [-0.7, -1.2, 0.2], [-0.9, -0.4, 0.1], [0.6, 0.6, -0.5], [0.5, -0.1, 1.4], [0.6, -0.5, 0.0], [1.1, 0.3, -1.5], [-2.3, 1.7, -0.6], [1.3, -0.1, -0.6], [0.9, -1.5, 1.1], [-0.1, 0.3, 1.2], [1.6, -2.0, -1.7], [-2.0, 2.0, 0.3], [1.5, 0.5, 0.7], [-2.0, -0.9, -1.2], [0.4, 0.7, 0.5], [1.7, -0.1, -1.4], [-1.6, 0.2, 2.0], [-0.4, 0.1, -0.3], [-2.0, 3.5, 1.0], [0.4, -3.7, -1.2], [1.8, -0.1, 0.5], [-0.3, -0.4, 1.2], [-0.3, 0.3, -0.2], [0.9, 0.0, -1.2], [1.8, -3.2, 0.9], [-0.1, 2.8, -0.2], [-1.7, 0.5, -0.7]],
  "smiles": "CCCC/C=C(/C)N.O.O.O.O.O.O.O",
  "e_lumo_ha": 0.0117,
  "fmax_ev_per_a": 5.34,
  "homo_lumo_gap_ev": 8.3,
  "total_charge": 0,
  "de_lowest_kcal_mol": 63.85
}



3.
{
  "formula": "C14H35CuN3S2",
  "method": "ωB97M-V with the def2-TZVPD basis set",
  "symbols": ["Cu", "S", "S", "C", "C", "C", "N", "C", "C", "H", "H", "H", "H", "H", "H", "H", "H", "C", "H", "H", "H", "H", "H", "H", "H", "C", "C", "H", "H", "H", "H", "C", "N", "C", "C", "C", "N", "C", "C", "H", "H", "H", "H", "H", "H", "H", "H", "H", "H", "H", "H", "H", "H", "H", "H"],
  "positions_angstrom": [[0.000, 0.000, 0.000], [-0.961, 2.281, -0.169], [-0.840, -2.302, -0.040], [-2.782, 2.340, -0.296], [-0.475, 2.390, -1.939], [-0.798, 1.148, -2.738], [-0.121, -0.055, -2.204], [-0.737, -1.317, -2.672], [-0.359, -2.498, -1.806], [0.595, 2.591, -1.925], [-0.960, 3.260, -2.379], [-0.541, 1.314, -3.787], [-1.868, 0.961, -2.705], [-0.468, -1.528, -3.710], [-1.815, -1.180, -2.652], [0.718, -2.654, -1.787], [-0.812, -3.410, -2.189], [-2.660, -2.433, -0.150], [0.843, -0.040, -2.523], [-3.085, -1.653, -0.772], [-3.036, -2.325, 0.862], [-2.934, -3.414, -0.528], [-3.161, 2.284, 0.720], [-3.176, 1.506, -0.866], [-3.089, 3.283, -0.738], [5.380, 0.214, -1.819], [5.461, 0.269, -0.499], [5.314, 1.109, -2.425], [5.375, -0.728, -2.352], [5.465, 1.211, 0.035], [5.527, -0.626, 0.108], [2.508, 1.079, 0.198], [1.821, -0.155, 0.584], [2.480, -1.358, 0.056], [1.665, -0.224, 2.073], [0.233, -0.676, 2.522], [-0.856, 0.146, 1.900], [-2.174, -0.417, 2.247], [-0.773, 1.474, 2.587], [3.443, 1.188, 0.773], [1.878, 1.954, 0.459], [2.685, 1.111, -0.897], [3.496, -1.469, 0.480], [1.913, -2.267, 0.338], [2.549, -1.309, -1.050], [2.429, -0.891, 2.534], [1.856, 0.764, 2.543], [0.141, -1.739, 2.244], [0.168, -0.677, 3.636], [-2.112, -1.501, 2.444], [-2.567, -0.034, 3.217], [-2.916, -0.140, 1.469], [-0.779, 1.371, 3.697], [0.140, 2.035, 2.308], [-1.647, 2.116, 2.365]],
  "atomic_forces_ev_per_a": [[-3.3, 0.6, -1.1], [0.0, 0.0, -1.5], [-0.5, -0.3, -1.1], [0.4, -0.2, 0.1], [-0.1, 0.1, 0.3], [-0.1, 0.0, 0.0], [0.4, 0.0, 0.7], [-0.1, 0.0, 0.0], [-0.1, -0.1, 0.4], [0.1, 0.0, 0.0], [0.0, 0.1, 0.0], [0.0, -0.1, 0.0], [-0.1, 0.0, 0.0], [0.0, 0.0, 0.0], [-0.1, 0.0, 0.0], [0.1, 0.0, 0.0], [0.0, 0.0, 0.0], [0.3, 0.0, 0.0], [0.1, 0.0, -0.1], [0.0, 0.1, -0.1], [-0.1, -0.2, -0.2], [0.1, -0.1, -0.1], [-0.1, 0.0, 0.1], [0.0, -0.1, -0.1], [0.1, 0.1, 0.0], [-0.1, 0.0, 0.0], [0.0, 0.0, -0.1], [0.1, 0.0, 0.0], [0.1, 0.0, 0.0], [0.2, 0.0, 0.0], [0.2, 0.0, 0.0], [0.3, 1.0, 0.0], [0.4, -0.2, 1.0], [0.5, -0.7, 0.0], [-0.3, 0.3, 1.3], [1.1, -0.9, 0.5], [1.5, 0.1, 1.9], [-0.9, -0.2, 0.4], [0.0, 1.0, 0.4], [-0.2, -0.1, -0.6], [0.2, -0.4, -0.1], [0.1, -0.2, 0.8], [-0.4, 0.1, -0.3], [0.2, 0.5, -0.1], [0.1, 0.1, 0.6], [-0.6, 0.2, -0.4], [0.0, -0.4, -0.7], [-0.3, 0.5, 0.0], [0.1, 0.3, -0.7], [0.0, 0.5, -0.6], [0.5, 0.1, -0.6], [0.4, -0.4, 0.5], [0.1, -0.3, -0.7], [-0.6, -0.4, 0.1], [0.5, -0.5, -0.1]],
  "spin_multiplicity": 2,
  "s_squared": 0.75,
  "e_lumo_ha": [-0.1857, -0.3045],
  "fmax_ev_per_a": 3.56,
  "homo_lumo_gap_ev": [10.0, 6.8],
  "total_charge": 2,
  "de_lowest_kcal_mol": 19.22
}



4.
{
  "formula": "C6H8NO",
  "method": "ωB97M-V with the def2-TZVPD basis set",
  "symbols": ["C", "C", "C", "N", "O", "C", "C", "C", "H", "H", "H", "H", "H", "H", "H", "H"],
  "positions_angstrom": [[2.794, 2.064, -0.106], [1.799, 1.415, 0.093], [1.113, -0.039, 0.133], [1.768, -1.179, -0.379], [2.664, -1.844, 0.408], [-0.337, 0.031, -0.217], [-1.196, -1.216, -0.098], [-1.484, 0.078, 0.724], [3.681, 2.696, -0.183], [1.129, -0.292, 1.296], [2.144, -0.987, -1.444], [-0.435, 0.429, -1.186], [-0.757, -2.125, 0.299], [-1.622, -1.302, -1.086], [-2.482, 0.416, 0.633], [-1.147, -0.075, 1.791]],
  "atomic_forces_ev_per_a": [[1.4, 1.5, 0.0], [-0.4, -2.7, -0.4], [0.2, 0.9, 4.7], [0.5, 0.0, -4.1], [0.4, 0.5, 0.2], [0.0, -0.7, -0.7], [0.9, 1.1, -0.1], [1.2, -2.6, 1.5], [-0.9, -0.6, 0.0], [0.1, 0.6, -2.1], [-0.8, -0.3, 3.1], [-0.6, 0.9, -1.1], [0.0, 0.3, 0.2], [-0.9, -0.4, 0.3], [-0.5, 1.2, -0.4], [-0.5, 0.3, -1.2]],
  "smiles": "C#C[C@H](N[O-])C1CC1",
  "e_lumo_ha": 0.1452,
  "fmax_ev_per_a": 4.80,
  "homo_lumo_gap_ev": 5.3,
  "total_charge": -1,
  "de_lowest_kcal_mol": 77.39
}